(1)
ORCA calculation (ωB97M-V/def2-TZVPD) on a cluster of 12 separate species, C4H29NO13 in total at a distorted geometry.

ORCA input file:
```
! RIJCOSX wB97M-V def2-TZVPD def2/J DEFGRID3
* xyz 0 1
C 1.12 -1.98 -0.52
C 1.08 -2.11 0.98
C 2.48 -1.98 1.66
O 3.38 -1.43 1.09
N 0.32 -1.02 1.59
C -0.95 -0.83 1.13
O -1.77 -0.02 1.55
H 1.57 -1.01 -0.77
H 0.22 -2.17 -1.10
H 1.88 -2.56 -1.07
H 0.74 -3.14 1.18
H 2.59 -2.46 2.64
H 0.72 -0.25 2.13
H -1.40 -1.57 0.46
O -1.02 -2.98 3.70
H -1.90 -2.66 3.48
H -0.47 -2.32 3.25
O -1.88 -2.55 -3.51
H -1.45 -3.33 -3.88
H -1.46 -1.94 -4.15
O -2.34 -0.80 -1.40
H -1.69 -0.49 -2.04
H -2.96 -1.37 -1.85
O 2.78 1.74 1.41
H 1.89 1.67 1.74
H 3.34 1.17 1.95
O -1.07 -0.07 -4.76
H -0.22 0.31 -4.54
H -1.61 0.72 -4.74
O 1.83 0.24 3.84
H 1.02 0.77 4.03
H 1.74 -0.61 4.28
O -2.44 3.02 -1.60
H -2.23 2.20 -1.16
H -1.80 3.60 -1.19
O -0.26 2.46 -3.90
H -1.03 2.91 -3.54
H 0.35 2.07 -3.28
O -1.02 2.55 0.68
H -1.15 1.63 0.43
H -1.89 2.87 0.93
O 1.97 1.78 -1.69
H 1.68 2.64 -1.34
H 2.05 1.46 -0.77
O -0.07 1.90 3.23
H -0.90 1.51 2.93
H 0.21 2.42 2.48
*
```

Properties
ΔE to the lowest compared entry with this formula, charge and spin = 3.874 eV
DFT total energy = -1202.6579 a.u.
E_HOMO = -10.53 eV
SMILES = C[C@@H](C=O)NC=O.O.O.O.O.O.O.O.O.O.O.O
molar mass = 299.27 g/mol
frontier orbital gap = 10.610 eV

---

(2)
ORCA calculation (ωB97M-V/def2-TZVPD) on a structure of composition C35H65As2CoN2O11S2Si.

ORCA input file:
```
! RIJCOSX wB97M-V def2-TZVPD def2/J DEFGRID3
* xyz 2 5
Co 0.13 0.06 0.41
C 0.06 -0.75 4.64
C -0.52 0.13 3.54
C 0.35 1.33 3.26
C -1.95 0.53 3.83
O -0.47 -0.66 2.26
Si -1.21 -2.12 1.88
S -0.49 -2.07 -0.20
O -0.71 -3.40 2.67
C 0.42 -4.33 2.71
C 0.06 -5.51 1.82
C 1.67 -3.63 2.21
C 0.56 -4.75 4.16
O -2.79 -1.94 1.89
C -3.94 -2.83 2.18
C -3.89 -3.22 3.65
C -5.16 -1.99 1.87
C -3.84 -4.04 1.27
H 0.09 -0.17 5.57
H 1.08 -1.07 4.41
H -0.56 -1.63 4.81
H 0.36 2.00 4.12
H -0.05 1.91 2.42
H 1.39 1.04 3.05
H -1.97 1.12 4.75
H -2.58 -0.35 3.98
H -2.36 1.13 3.02
H -0.13 -5.18 0.80
H -0.83 -6.02 2.20
H 0.88 -6.23 1.81
H 1.55 -3.37 1.15
H 2.53 -4.30 2.30
H 1.87 -2.73 2.80
H -0.37 -5.19 4.52
H 0.80 -3.89 4.79
H 1.36 -5.49 4.26
H -3.95 -2.33 4.29
H -2.97 -3.76 3.88
H -4.73 -3.86 3.88
H -5.15 -1.07 2.45
H -6.06 -2.55 2.13
H -5.21 -1.75 0.81
H -2.95 -4.64 1.51
H -3.79 -3.73 0.22
H -4.72 -4.67 1.40
C -4.46 4.57 2.30
O -4.07 4.23 0.94
C -3.10 3.35 0.80
O -2.54 2.78 1.72
C -2.74 3.05 -0.62
C -3.14 3.76 -1.68
As -3.02 3.25 -3.65
C -2.70 5.00 -4.46
C -1.26 2.54 -3.04
C -1.53 1.33 -2.52
As -1.77 1.31 -0.59
C -3.38 0.25 -0.38
C -2.20 0.25 -3.36
O -2.67 0.36 -4.44
O -2.09 -0.94 -2.73
C -2.64 -2.05 -3.48
C -0.33 3.53 -2.37
O -0.30 4.70 -2.60
O 0.52 2.98 -1.47
C 1.32 3.99 -0.79
C -4.14 4.90 -1.59
O -5.24 4.70 -2.02
O -3.78 6.10 -1.14
C -2.42 6.34 -0.72
H -5.27 5.27 2.19
H -3.62 5.02 2.82
H -4.78 3.67 2.82
H -3.64 5.55 -4.40
H -2.51 4.79 -5.51
H -1.89 5.55 -4.03
H -4.08 0.48 -1.18
H -3.82 0.53 0.58
H -3.16 -0.81 -0.36
H -2.57 -2.92 -2.83
H -2.06 -2.20 -4.39
H -3.67 -1.84 -3.74
H 1.89 3.47 -0.04
H 0.67 4.73 -0.34
H 1.97 4.48 -1.50
H -2.38 7.39 -0.46
H -1.73 6.13 -1.53
H -2.17 5.74 0.15
C 7.01 -1.79 -2.16
C 6.59 -1.67 -0.69
C 5.77 -2.87 -0.21
C 4.36 -2.92 -0.77
N 3.54 -1.79 -0.29
C 3.14 -0.72 -0.95
S 2.25 0.53 -0.09
N 3.43 -0.54 -2.22
C 3.04 0.61 -3.07
C 3.95 1.82 -2.94
C 5.44 1.50 -3.13
C 5.78 0.99 -4.53
H 7.56 -0.91 -2.48
H 6.15 -1.89 -2.84
H 7.65 -2.66 -2.31
H 6.02 -0.75 -0.53
H 7.48 -1.59 -0.07
H 5.72 -2.89 0.88
H 6.27 -3.80 -0.51
H 3.85 -3.83 -0.47
H 4.37 -2.92 -1.86
H 3.36 -1.76 0.70
H 4.09 -1.19 -2.63
H 2.01 0.86 -2.83
H 3.06 0.23 -4.09
H 3.80 2.29 -1.96
H 3.63 2.54 -3.70
H 5.75 0.77 -2.38
H 6.01 2.41 -2.92
H 5.32 0.02 -4.74
H 6.85 0.87 -4.65
H 5.43 1.69 -5.30
*
```

Properties
ΔE to the lowest compared entry with this formula, charge and spin = 0.066 eV
DFT total energy = -9249.6091 a.u.
E_HOMO (alpha / beta) = -13.53 / -13.53 eV
expectation value of S² = 6.016
molar mass = 990.91 g/mol
frontier orbital gap (alpha / beta) = 7.779 / 5.017 eV

---

(3)
ORCA calculation (ωB97M-V/def2-TZVPD) on a structure of composition C13H12AuBr2Cl3N3O3 at a distorted geometry.

ORCA input file:
```
! RIJCOSX wB97M-V def2-TZVPD def2/J DEFGRID3
* xyz 1 3
Au -0.13 -1.47 0.02
Br -3.97 1.84 0.13
C -2.26 2.55 0.08
C -2.24 3.92 0.01
C -1.02 4.60 -0.05
Br -1.22 6.46 0.05
C 0.18 3.87 -0.18
C 1.43 4.56 -0.18
C 2.58 3.83 -0.20
C 2.49 2.44 -0.14
N 1.37 1.74 -0.06
C 0.21 2.40 -0.05
C -1.08 1.70 0.07
O -1.23 0.41 0.32
H -3.19 4.41 -0.08
H 1.48 5.63 -0.20
H 3.54 4.31 -0.21
H 3.37 1.79 -0.20
N 1.87 -0.99 0.13
C 2.67 -2.22 0.35
C 2.05 -3.49 -0.18
N 0.60 -3.46 -0.26
H 2.12 -0.47 -0.74
H 2.02 -0.25 0.82
H 2.87 -2.41 1.44
H 3.66 -2.09 -0.09
H 2.41 -4.32 0.44
H 2.44 -3.77 -1.16
H 0.03 -3.96 0.48
H 0.25 -3.94 -1.13
Cl -4.56 -2.26 -0.96
C -3.83 -3.52 -0.05
Cl -4.76 -3.50 1.50
Cl -4.09 -5.09 -0.89
C -2.36 -3.21 0.28
O -1.62 -4.06 0.79
O -2.09 -1.98 0.06
*
```

Properties
DFT total energy = -7556.5664 a.u.
E_HOMO (alpha / beta) = -11.15 / -12.54 eV
expectation value of S² = 2.041
molar mass = 721.39 g/mol
frontier orbital gap (alpha / beta) = 7.268 / 6.604 eV

---

(4)
ORCA calculation (ωB97M-V/def2-TZVPD) on an isolated molecule of C5H14N2S at a distorted geometry.

ORCA input file:
```
! RIJCOSX wB97M-V def2-TZVPD def2/J DEFGRID3
* xyz 0 1
N -2.57 -2.86 0.74
C -2.31 -1.53 1.27
C -0.80 -1.26 1.23
N -0.48 0.05 1.75
C 0.61 0.79 1.15
C 0.21 1.35 -0.27
C 0.90 0.61 -1.40
S 2.34 1.60 -1.98
H -2.48 -2.96 -0.26
H -3.44 -3.26 1.03
H -2.68 -0.77 0.58
H -2.72 -1.47 2.27
H -0.54 -1.26 0.17
H -0.19 -2.05 1.66
H -0.48 0.10 2.76
H 1.52 0.19 1.04
H 0.85 1.59 1.83
H 0.43 2.42 -0.22
H -0.87 1.22 -0.31
H 1.34 -0.33 -1.08
H 0.23 0.42 -2.24
H 2.93 0.65 -2.70
*
```

Properties
ΔE to the lowest compared entry with this formula, charge and spin = 0.514 eV
DFT total energy = -706.5712 a.u.
E_HOMO = -8.59 eV
SMILES = NCCNCCCS
molar mass = 134.25 g/mol
frontier orbital gap = 9.538 eV